*i*
A 3-piece molecular cluster, C2H9NO3 overall, computed with wB97M-V/def2-TZVPD.

Geometry as XYZ:
```
15
C2H9NO3 (wB97M-V/def2-TZVPD)
O -1.700 1.612 -3.263
C -1.886 1.576 -2.061
C -0.898 2.225 -1.104
N 0.050 1.248 -0.658
H -2.635 0.877 -1.644
H -0.478 3.095 -1.613
H -1.411 2.645 -0.233
H 0.678 0.854 -1.339
H -0.332 0.597 0.025
H 4.280 -4.775 2.764
H 3.571 -4.597 1.447
O 4.040 -5.257 1.967
H -1.670 -0.497 2.208
H -0.739 0.679 1.815
O -0.870 -0.281 1.690
```

The calculation puts the HOMO-LUMO gap (alpha / beta) at 0.0893 / 0.3207 hartree. The value obtained for the LUMO energy (alpha / beta) is 3.22 / 3.21 eV. The net charge is -1. As for the expectation value of S²: 0.750. The HOMO energy (alpha / beta) is 0.786 / -5.518 eV. Its spin multiplicity is 2.

***

*ii*
A 4-piece molecular cluster, C2H9NO3 overall, computed with wB97M-V/def2-TZVPD.

Geometry as XYZ:
```
15
C2H9NO3 (wB97M-V/def2-TZVPD)
C -2.429 1.844 -0.020
C -1.184 1.016 0.165
N -0.838 -0.092 -0.468
O 2.585 -1.094 0.342
H -3.368 1.694 -0.580
H -2.412 2.818 0.449
H 2.074 -0.765 -1.167
H -1.455 -0.875 -0.451
H -0.538 1.552 0.815
H 0.148 -0.815 1.469
H 1.327 -1.614 1.151
O 0.394 -1.735 1.466
H 3.485 -0.908 0.535
H 0.676 -0.307 -1.697
O 1.536 -0.718 -2.011
```

The calculation puts the HOMO-LUMO gap (alpha / beta) at 0.2678 / 0.2039 hartree. The value obtained for the LUMO energy (alpha / beta) is 3.45 / 1.71 eV. The net charge is -1. As for the expectation value of S²: 0.812. The HOMO energy (alpha / beta) is -3.840 / -3.835 eV. Its spin multiplicity is 2.

***

Which structure loses on stability? *ii* does.

***

*i*
A 2-piece molecular cluster, C4H13NO2 overall, computed with wB97M-V/def2-TZVPD.

Geometry as XYZ:
```
20
C4H13NO2 (wB97M-V/def2-TZVPD)
C 0.206 1.887 0.593
N -0.302 0.709 -0.130
C -1.477 0.975 -0.944
C -0.472 -0.437 0.821
C -0.546 -1.751 0.011
O 0.236 -2.650 0.800
H 0.432 2.735 -0.055
H -0.425 2.258 1.401
H 1.190 1.575 0.949
H -2.340 1.172 -0.300
H -1.662 0.151 -1.628
H -1.300 1.914 -1.470
H -1.391 -0.270 1.375
H 0.451 -0.524 1.383
H -0.115 -1.759 -0.996
H -1.572 -2.124 -0.061
H 0.162 -3.556 0.512
H 2.362 -0.524 -0.578
H 3.572 0.028 -1.214
O 2.990 0.190 -0.470
```

The calculation puts the HOMO-LUMO gap (alpha / beta) at 0.4385 / 0.2537 hartree. The value obtained for the LUMO energy (alpha / beta) is -2.78 / -7.79 eV. The net charge is +1. As for the expectation value of S²: 0.754. The HOMO energy (alpha / beta) is -14.708 / -14.699 eV. Its spin multiplicity is 2.

***

*ii*
A 3-piece molecular cluster, C4H13NO2 overall, computed with wB97M-V/def2-TZVPD.

Geometry as XYZ:
```
20
C4H13NO2 (wB97M-V/def2-TZVPD)
N -1.301 1.361 -1.376
C -1.109 0.748 -0.060
C 2.462 1.603 1.163
C 1.154 1.681 0.506
C 0.353 0.582 0.170
H -1.048 2.347 -1.297
H -2.295 1.449 -1.583
H -1.626 1.282 0.751
H -1.559 -0.236 -0.010
H 2.863 0.590 1.139
H 2.296 1.818 2.233
H 3.131 2.366 0.779
H 0.917 2.618 0.020
H 0.795 -0.411 0.248
H 1.742 -3.089 -1.287
H 2.978 -2.547 -0.759
O 2.048 -2.627 -0.488
H -3.303 -3.005 -0.485
H -4.262 -3.417 0.625
O -4.238 -3.112 -0.289
```

The calculation puts the HOMO-LUMO gap (alpha / beta) at 0.3199 / 0.2069 hartree. The value obtained for the LUMO energy (alpha / beta) is -5.16 / -8.24 eV. The net charge is +1. As for the expectation value of S²: 0.753. The HOMO energy (alpha / beta) is -13.865 / -13.865 eV. Its spin multiplicity is 2.

***

Which structure loses on stability? *ii* does.

***

*i*
One molecule with the formula C2H6O2, computed with wB97M-V/def2-TZVPD.

Geometry as XYZ:
```
10
C2H6O2 (wB97M-V/def2-TZVPD)
O -1.027 1.133 0.051
C -0.774 -0.264 -0.048
C 0.696 -0.553 0.278
O 1.520 0.427 -0.310
H -0.966 1.502 -0.838
H -1.437 -0.766 0.664
H -1.019 -0.626 -1.055
H 0.847 -0.593 1.368
H 0.999 -1.522 -0.133
H 1.163 1.264 0.021
```

The calculation puts the HOMO-LUMO gap at 0.4090 hartree. The value obtained for the LUMO energy is 0.87 eV. The HOMO energy is -10.263 eV. The SMILES is OCCO.

***

*ii*
A 2-piece molecular cluster, C2H6O2 overall, computed with wB97M-V/def2-TZVPD.

Geometry as XYZ:
```
10
C2H6O2 (wB97M-V/def2-TZVPD)
O 1.042 -1.233 -1.119
C 1.721 -0.268 -1.276
O 1.386 0.734 -2.167
H 2.654 -0.025 -0.756
H 0.438 0.677 -2.087
C -1.442 0.035 1.439
H -2.128 0.523 0.756
H -1.943 -0.857 1.824
H -1.268 0.627 2.340
H -0.461 -0.213 1.046
```

The calculation puts the HOMO-LUMO gap at 0.4436 hartree. The value obtained for the LUMO energy is 0.83 eV. The HOMO energy is -11.240 eV. The SMILES is O=CO.C.

***

*iii*
One molecule with the formula C2H6O2, computed with wB97M-V/def2-TZVPD.

Geometry as XYZ:
```
10
C2H6O2 (wB97M-V/def2-TZVPD)
O 1.058 -1.181 -0.323
C 0.478 0.083 -0.689
C -0.563 0.729 0.356
O -0.929 -0.401 1.105
H 0.463 -1.925 -0.506
H 1.371 0.694 -0.806
H -0.070 -0.051 -1.625
H -0.228 1.539 1.050
H -1.502 1.158 -0.055
H -0.078 -0.645 1.493
```

The calculation puts the HOMO-LUMO gap at 0.4060 hartree. The value obtained for the LUMO energy is 0.93 eV. The HOMO energy is -10.115 eV. The SMILES is OCCO.

***

*iv*
A 2-piece molecular cluster, C2H6O2 overall, computed with wB97M-V/def2-TZVPD.

Geometry as XYZ:
```
10
C2H6O2 (wB97M-V/def2-TZVPD)
O -0.904 1.637 -1.219
C -1.205 1.873 -0.072
O -1.096 1.036 1.047
H -1.884 2.723 0.357
H -1.281 1.377 1.928
C 1.238 -1.797 -0.401
H 1.401 -0.691 -0.335
H 0.496 -1.943 0.443
H 0.999 -1.928 -1.473
H 2.237 -2.286 -0.276
```

The calculation puts the HOMO-LUMO gap at 0.4269 hartree. The value obtained for the LUMO energy is 0.54 eV. The HOMO energy is -11.075 eV. The SMILES is O=CO.C.

***

Which structure loses on stability? *iii* does.

***

*i*
C23H19AuF9N2OSe3 as an isolated structure, computed with wB97M-V/def2-TZVPD.

Geometry as XYZ:
```
58
C23H19AuF9N2OSe3 (wB97M-V/def2-TZVPD)
Au -0.554 1.210 1.704
Se -2.520 3.207 3.018
Se -3.814 1.328 2.706
C -2.737 -0.141 3.391
C -3.350 -1.013 4.278
C -2.626 -2.104 4.735
C -1.325 -2.293 4.297
C -0.793 -1.381 3.404
N -1.490 -0.330 2.964
C -1.994 3.758 1.232
C -2.502 4.921 0.683
C -1.999 5.346 -0.540
C -1.014 4.599 -1.165
C -0.576 3.434 -0.557
N -1.058 3.028 0.617
H -4.363 -0.831 4.608
H -3.081 -2.794 5.434
H -0.735 -3.127 4.647
H 0.210 -1.482 3.008
H -3.270 5.475 1.203
H -2.374 6.256 -0.988
H -0.587 4.918 -2.105
H 0.187 2.805 -0.997
F 1.586 1.077 3.937
C 2.670 0.458 3.418
F 2.600 -0.822 3.813
F 3.743 1.007 3.990
C 2.657 0.564 1.850
O 1.479 0.162 1.316
C 3.785 -0.364 1.292
F 4.981 -0.111 1.837
F 3.897 -0.216 -0.038
F 3.490 -1.650 1.517
C 2.988 2.041 1.440
F 4.192 2.468 1.820
F 2.901 2.181 0.106
F 2.079 2.889 1.976
C -0.143 -3.566 -6.016
C -0.101 -2.822 -4.726
C -0.790 -3.295 -3.600
C -0.744 -2.645 -2.393
C -1.516 -3.178 -1.225
C 0.048 -1.446 -2.294
Se 0.308 -0.665 -0.640
C 0.715 -0.923 -3.457
C 1.516 0.346 -3.448
C 0.627 -1.632 -4.633
H -0.772 -4.451 -5.954
H 0.865 -3.872 -6.304
H -0.517 -2.924 -6.816
H -1.370 -4.206 -3.687
H -2.026 -4.102 -1.491
H -2.264 -2.455 -0.898
H -0.857 -3.371 -0.379
H 1.473 0.849 -2.488
H 1.154 1.021 -4.224
H 2.562 0.127 -3.670
H 1.146 -1.260 -5.508
```

The calculation puts the HOMO-LUMO gap (alpha / beta) at 0.1806 / 0.1806 hartree. The value obtained for the LUMO energy (alpha / beta) is -6.04 / -6.04 eV. The net charge is +1. The HOMO energy (alpha / beta) is -10.954 / -10.952 eV.

***

*ii*
C23H19AuF9N2OSe3 as an isolated structure, computed with wB97M-V/def2-TZVPD.

Geometry as XYZ:
```
58
C23H19AuF9N2OSe3 (wB97M-V/def2-TZVPD)
Au 0.487 -0.565 0.421
Se 0.528 -3.641 1.154
Se 0.873 -2.356 3.067
C -0.626 -1.129 3.054
C -1.489 -1.174 4.135
C -2.535 -0.263 4.198
C -2.699 0.649 3.171
C -1.804 0.627 2.116
N -0.780 -0.230 2.066
C 1.958 -3.045 -0.012
C 2.801 -4.012 -0.538
C 3.823 -3.618 -1.388
C 3.992 -2.270 -1.662
C 3.106 -1.367 -1.105
N 2.099 -1.749 -0.317
H -1.346 -1.915 4.908
H -3.221 -0.281 5.034
H -3.510 1.362 3.169
H -1.894 1.310 1.283
H 2.665 -5.050 -0.270
H 4.491 -4.355 -1.812
H 4.793 -1.917 -2.295
H 3.182 -0.305 -1.297
F -3.142 0.980 -2.880
C -3.032 -0.295 -3.256
F -2.156 -0.319 -4.273
F -4.208 -0.698 -3.719
C -2.500 -1.175 -2.081
O -1.298 -0.700 -1.623
C -2.348 -2.657 -2.554
F -3.486 -3.190 -2.987
F -1.889 -3.412 -1.550
F -1.452 -2.742 -3.543
C -3.498 -1.119 -0.877
F -4.691 -1.627 -1.162
F -2.997 -1.791 0.165
F -3.675 0.143 -0.472
C 2.203 2.595 -7.609
C 1.724 2.099 -6.280
C 1.642 0.736 -6.010
C 1.175 0.263 -4.799
C 1.105 -1.211 -4.542
C 0.777 1.201 -3.814
Se 0.067 0.630 -2.181
C 0.866 2.593 -4.062
C 0.478 3.645 -3.058
C 1.348 3.003 -5.291
H 2.503 1.778 -8.261
H 3.051 3.271 -7.486
H 1.414 3.161 -8.107
H 1.945 0.029 -6.773
H 1.400 -1.770 -5.428
H 0.103 -1.522 -4.266
H 1.767 -1.492 -3.718
H 0.286 3.252 -2.063
H -0.423 4.165 -3.389
H 1.273 4.386 -2.976
H 1.432 4.066 -5.490
```

The calculation puts the HOMO-LUMO gap (alpha / beta) at 0.2473 / 0.2473 hartree. The value obtained for the LUMO energy (alpha / beta) is -4.26 / -4.26 eV. The net charge is +1. The HOMO energy (alpha / beta) is -10.989 / -10.990 eV.

***

Which structure loses on stability? *i* does.